This record from OMol25 describes one molecule with the formula C8H12O4S. The level of theory is ωB97M-V with the def2-TZVPD basis set.

Structure (ORCA input):
```
! RIJCOSX wB97M-V def2-TZVPD def2/J DEFGRID3
* xyz 0 1
C -0.004 -0.592 -2.575
O -0.905 -1.636 -2.402
C -2.042 -1.303 -1.606
C -1.769 -0.323 -0.418
S -1.105 -1.208 1.048
C 0.116 0.044 1.549
C 1.630 -0.381 1.335
O 2.489 0.657 1.757
C 1.950 1.944 1.562
O 1.077 1.972 0.417
C -0.150 1.266 0.584
C -0.628 0.664 -0.745
O 0.452 0.017 -1.420
H 0.975 -0.916 -3.067
H -0.552 0.151 -3.213
H -2.782 -0.792 -2.282
H -2.420 -2.263 -1.220
H -2.714 0.148 -0.162
H -0.046 0.362 2.589
H 1.755 -0.608 0.305
H 1.878 -1.274 1.900
H 1.346 2.309 2.440
H 2.693 2.720 1.345
H -0.934 1.978 0.928
H -1.044 1.532 -1.249
*
```

Gap between HOMO and LUMO (eV): 9.50
Electronic energy (a.u.): -1011.1224
Lowest unoccupied orbital energy (hartree): 0.025
Relative energy (zero: lowest compared OMol25 entry of this formula, charge and spin) (kJ/mol): 0.0
SMILES: C1OC[C@H]2S[C@H]3COCO[C@H]3[C@H]2O1

natural (NBO) population analysis, charges in e, atoms 1 to 6:
1. C 0.226
2. O -0.532
3. C -0.072
4. C -0.380
5. S 0.195
6. C -0.400

This record from OMol25 describes one molecule with the formula C3H6O2S. The level of theory is ωB97M-V with the def2-TZVPD basis set.

Structure (ORCA input):
```
! RIJCOSX wB97M-V def2-TZVPD def2/J DEFGRID3
* xyz 0 1
C -1.201 0.099 -0.099
O -0.804 -1.206 -0.429
C 0.367 -1.247 0.399
S 2.001 -0.360 -0.057
C 0.845 1.106 -0.248
O -0.261 0.884 0.627
H -1.757 0.623 -1.026
H -2.059 0.065 0.653
H 0.433 -0.884 1.480
H 0.642 -2.360 0.175
H 0.377 1.193 -1.194
H 1.418 2.088 -0.282
*
```

Gap between HOMO and LUMO (eV): 9.78
Electronic energy (a.u.): -666.4529
Lowest unoccupied orbital energy (hartree): 0.028
Relative energy (zero: lowest compared OMol25 entry of this formula, charge and spin) (kJ/mol): 370.6
SMILES: C1OCSCO1

natural (NBO) population analysis, charges in e, atoms 1 to 6:
1. C 0.187
2. O -0.508
3. C -0.234
4. S 0.097
5. C -0.204
6. O -0.525

This record from OMol25 describes C34H57NO3P2RhS as an isolated structure. The level of theory is ωB97M-V with the def2-TZVPD basis set.

Structure (ORCA input):
```
! RIJCOSX wB97M-V def2-TZVPD def2/J DEFGRID3
* xyz 1 5
Rh -0.101 -0.599 0.203
C 4.415 0.014 0.889
C 3.727 -0.713 -0.261
C 3.586 -2.198 0.056
P 2.026 -0.097 -0.752
C 2.201 1.707 -1.215
C 3.468 2.031 -1.993
C 2.010 2.598 0.012
C 1.868 -0.886 -2.396
C 2.846 -1.504 -3.150
C 2.546 -2.120 -4.368
C 3.626 -2.754 -5.181
C 1.217 -2.158 -4.798
C 0.231 -1.512 -4.096
C 0.548 -0.820 -2.911
N -0.339 -0.125 -2.180
C -1.322 0.626 -2.688
C -1.342 1.078 -4.030
C -2.356 1.886 -4.474
C -3.405 2.260 -3.630
C -4.481 3.160 -4.135
C -3.377 1.841 -2.299
C -2.337 1.077 -1.805
P -2.126 0.622 -0.047
C -2.481 2.205 0.893
C -3.939 2.548 1.172
C -1.763 3.347 0.182
C -3.607 -0.476 0.225
C -3.554 -1.031 1.644
C -3.607 -1.602 -0.801
H 5.481 -0.206 0.866
H 4.034 -0.328 1.848
H 4.297 1.092 0.829
H 4.339 -0.569 -1.158
H 3.005 -2.327 0.972
H 4.563 -2.654 0.204
H 3.068 -2.727 -0.742
H 1.333 1.860 -1.873
H 4.357 1.930 -1.376
H 3.418 3.059 -2.344
H 3.565 1.376 -2.858
H 2.910 2.658 0.619
H 1.198 2.210 0.633
H 1.758 3.610 -0.300
H 3.872 -1.532 -2.815
H 4.597 -2.328 -4.938
H 3.433 -2.623 -6.242
H 3.675 -3.826 -4.988
H 0.967 -2.701 -5.698
H -0.803 -1.574 -4.404
H -0.528 0.812 -4.687
H -2.348 2.241 -5.493
H -4.718 2.935 -5.173
H -4.135 4.195 -4.097
H -5.384 3.087 -3.535
H -4.184 2.139 -1.646
H -1.992 2.032 1.857
H -4.482 2.817 0.268
H -3.962 3.412 1.836
H -4.461 1.738 1.673
H -2.282 3.631 -0.730
H -0.754 3.047 -0.085
H -1.708 4.217 0.829
H -4.501 0.139 0.080
H -2.732 -1.744 1.716
H -4.483 -1.541 1.894
H -3.376 -0.244 2.376
H -2.682 -2.173 -0.725
H -3.690 -1.221 -1.819
H -4.444 -2.274 -0.618
C -1.740 -0.736 5.600
C -0.401 -1.421 5.355
C -0.226 -1.875 3.918
S 0.105 -0.516 2.705
O -0.905 0.524 2.924
C 1.696 0.141 3.393
C 1.577 1.443 4.163
C 2.958 1.941 4.577
H -1.810 -0.423 6.639
H -2.560 -1.421 5.396
H -1.852 0.136 4.963
H -0.331 -2.302 5.997
H 0.414 -0.751 5.630
H -1.123 -2.372 3.550
H 0.620 -2.551 3.804
H 2.292 0.315 2.498
H 2.154 -0.649 3.984
H 0.956 1.320 5.050
H 1.094 2.186 3.527
H 3.451 1.219 5.224
H 2.878 2.881 5.115
H 3.589 2.098 3.706
C -0.641 -4.725 1.062
O -0.654 -3.287 0.984
C -0.226 -2.709 -0.142
O 0.201 -3.315 -1.102
H -0.187 -4.999 2.012
H -0.060 -5.122 0.229
H -1.669 -5.081 1.016
*
```

Gap between HOMO and LUMO (alpha / beta) (eV): 7.89 / 6.59
Electronic energy (a.u.): -2801.4141
Lowest unoccupied orbital energy (alpha / beta) (hartree): -0.061 / -0.160
Relative energy (zero: lowest compared OMol25 entry of this formula, charge and spin) (kJ/mol): 15.2
Expectation value of S²: 6.059

Löwdin population analysis, charges in e, atoms 1 to 6:
1. Rh 0.545
2. C -0.097
3. C -0.518
4. C -0.108
5. P 1.042
6. C -0.518

This record from OMol25 describes one molecule with the formula C28H37N3O5S. The level of theory is ωB97M-V with the def2-TZVPD basis set.

Structure (ORCA input):
```
! RIJCOSX wB97M-V def2-TZVPD def2/J DEFGRID3
* xyz 0 1
C -3.662 -5.091 -5.657
O -2.971 -4.453 -4.595
C -3.626 -3.445 -3.996
O -4.732 -3.094 -4.326
C -2.845 -2.829 -2.899
C -3.413 -1.769 -2.196
C -2.721 -1.166 -1.169
C -1.438 -1.593 -0.834
C -0.720 -0.928 0.318
C 0.798 -1.215 0.398
O 1.281 -1.654 1.426
N 1.475 -0.908 -0.712
C 2.922 -0.997 -0.843
C 3.625 -0.081 0.164
C 5.137 -0.159 -0.014
C 5.619 -1.596 0.159
C 4.920 -2.513 -0.840
C 3.406 -2.438 -0.665
N -0.972 0.516 0.346
C -1.210 1.098 1.648
C 0.111 1.377 2.390
N -0.177 1.973 3.679
C -0.333 3.420 3.657
C 1.014 4.154 3.600
O 1.859 3.761 4.660
C 2.071 2.364 4.652
C 0.741 1.608 4.746
C -0.783 1.235 -0.780
O -0.407 0.725 -1.826
C -1.115 2.724 -0.741
C -2.596 2.909 -0.695
C -3.524 2.361 -1.525
C -4.848 2.739 -1.201
C -4.909 3.569 -0.131
S -3.350 3.912 0.508
C -0.884 -2.667 -1.519
C -1.577 -3.281 -2.545
H -3.881 -4.376 -6.452
H -4.604 -5.513 -5.297
H -3.005 -5.877 -6.019
H -4.403 -1.438 -2.471
H -3.173 -0.350 -0.624
H -1.140 -1.334 1.247
H 0.943 -0.486 -1.468
H 3.159 -0.662 -1.858
H 3.278 0.946 0.023
H 3.354 -0.401 1.171
H 5.627 0.490 0.716
H 5.405 0.198 -1.011
H 6.700 -1.645 0.017
H 5.396 -1.931 1.173
H 5.254 -3.542 -0.698
H 5.184 -2.212 -1.857
H 2.910 -3.081 -1.396
H 3.131 -2.777 0.334
H -1.788 2.015 1.553
H -1.804 0.403 2.245
H 0.753 2.001 1.748
H 0.626 0.428 2.547
H -0.956 3.712 2.810
H -0.849 3.703 4.578
H 0.872 5.230 3.707
H 1.515 3.957 2.637
H 2.704 2.151 5.514
H 2.604 2.072 3.733
H 0.914 0.531 4.721
H 0.255 1.865 5.692
H -0.722 3.145 -1.671
H -0.632 3.226 0.096
H -3.267 1.710 -2.341
H -5.712 2.405 -1.746
H -5.770 4.010 0.329
H 0.095 -3.031 -1.246
H -1.140 -4.110 -3.078
*
```

Gap between HOMO and LUMO (eV): 8.92
Electronic energy (a.u.): -2027.8578
Lowest unoccupied orbital energy (hartree): 0.020
Relative energy (zero: lowest compared OMol25 entry of this formula, charge and spin) (kJ/mol): 158.9
SMILES: COC(=O)c1ccc([C@@H](C(=O)NC2CCCCC2)N(CCN2CCOCC2)C(=O)Cc2cccs2)cc1

natural (NBO) population analysis, charges in e, atoms 1 to 6:
1. C -0.258
2. O -0.508
3. C 0.778
4. O -0.597
5. C -0.196
6. C -0.094